# 1
DFT (wB97M-V/def2-TZVPD) results for a structure of composition C14H32AlBrCl10NO7P in a non-equilibrium geometry.

Properties
**Highest occupied orbital energy**: -6.96 eV
**Energy above the lowest of the compared OMol25 structures with the same formula, charge and spin**: 0.0 kcal per mole
**Frontier orbital gap**: 1.13 eV

XYZ file:
```
67
Properties=species:S:1:pos:R:3:forces:R:3
C 0.80491 2.06891 1.99091 0.022 -0.005 -0.391
C 1.89332 1.09275 1.51268 -0.483 0.371 0.430
C 1.51253 -0.40016 1.81326 -0.766 0.215 0.780
O 2.55274 -1.00667 2.52982 0.439 0.039 -0.862
P 4.01929 -0.22540 1.95094 -1.238 1.160 0.606
C 4.90465 -1.96543 1.60007 0.779 -1.155 0.401
C 5.79769 -1.96483 0.40275 0.150 0.585 -0.172
C 5.16964 -1.50142 -0.90037 0.168 -0.279 0.035
Cl 5.71893 0.20887 -1.32339 -0.099 -0.111 -0.248
O 3.13511 1.28248 2.14744 0.136 -0.219 -0.347
H 0.08023 1.59982 2.65869 0.228 0.157 0.308
H 0.23715 2.38947 1.11130 -0.031 -0.011 0.076
H 1.23601 2.97423 2.41745 0.006 -0.144 0.194
H 1.97948 1.31955 0.44132 0.264 -0.531 -0.046
H 1.18198 -0.91480 0.89845 0.366 -0.177 0.021
H 0.67483 -0.41006 2.52343 -0.236 -0.002 -0.324
H 4.40483 -0.26192 3.33775 0.317 -0.204 -0.133
H 5.16279 0.49783 1.49938 0.091 -0.121 0.006
H 3.40121 -0.32063 0.63598 0.728 -0.206 -0.392
H 4.17439 -2.77335 1.59085 -0.285 0.334 -0.244
H 5.52321 -2.13442 2.48624 -0.123 0.163 0.046
H 6.71865 -1.39424 0.56195 -0.089 0.032 0.160
H 6.11224 -3.04316 0.20855 -0.455 0.139 0.025
H 4.08325 -1.51460 -0.89828 0.033 0.188 -0.090
H 5.49123 -2.11888 -1.74832 -0.102 -0.189 0.113
C -2.06726 -3.10910 -0.44893 0.226 -0.755 0.943
C -1.96655 -1.76369 0.16279 0.598 0.334 -1.177
O -1.18553 -0.89449 -0.01660 0.267 -0.197 0.623
N -2.98833 -1.41169 1.26916 0.013 0.305 0.220
C -4.21447 -2.23348 1.42678 -0.269 0.195 -0.054
H -1.36532 -3.17395 -1.26946 0.031 0.121 -0.015
H -1.80732 -3.86068 0.31267 -0.024 0.042 -0.003
H -3.06655 -3.30191 -0.82228 -0.015 -0.035 0.044
H -2.43114 -1.38121 2.12811 -0.073 -0.230 0.042
H -3.17229 -0.41742 1.10387 -0.334 -0.116 -0.284
H -4.82156 -1.78442 2.20919 -0.028 -0.059 0.010
H -3.92537 -3.23923 1.71172 -0.115 0.071 -0.133
H -4.76042 -2.23021 0.48710 0.073 0.043 -0.044
C -1.64218 -5.21611 3.98133 0.079 -0.166 0.101
Cl -0.68493 -4.93089 5.42578 -0.019 0.027 -0.025
Cl -3.19050 -5.93809 4.41225 0.001 0.034 -0.024
Cl -1.94632 -3.65265 3.16726 0.268 -0.107 0.284
Cl -0.77207 -6.26632 2.87312 -0.017 0.033 -0.019
C -5.41284 2.86396 -5.04520 -0.099 0.114 -0.409
O -4.84494 3.18322 -3.78193 -0.009 0.056 0.087
C -3.80754 2.41602 -3.44974 -0.076 0.031 -0.055
O -3.34501 1.52528 -4.11026 0.033 0.195 -0.015
O -3.37741 2.82301 -2.25165 0.037 0.098 0.110
C -2.25865 2.09419 -1.74245 0.140 -0.049 0.272
H -6.28271 3.59409 -5.19170 0.664 -0.513 0.108
H -4.68969 3.00996 -5.84998 0.021 -0.004 0.037
H -5.80952 1.85096 -5.05499 -0.009 0.007 0.023
H -1.40020 2.18637 -2.40596 -0.048 -0.100 -0.075
H -2.52036 1.04408 -1.61077 0.110 0.048 -0.184
H -2.01196 2.53832 -0.77912 -0.101 0.144 -0.049
Al 7.27281 -1.11193 -2.86022 -0.194 0.100 0.209
O 7.73953 1.28003 0.94275 0.173 -0.072 0.041
H 8.41447 0.79905 1.43245 0.025 0.062 0.023
H 7.25130 1.76182 1.61936 -0.091 -0.012 -0.060
C -3.92940 6.48886 -1.88539 -0.058 -0.067 -0.077
Cl -4.60146 7.60790 -3.06686 0.007 -0.020 0.011
Cl -2.16539 6.45164 -1.98952 0.010 -0.033 0.008
Cl -4.44642 6.91584 -0.25119 0.005 -0.022 0.012
H -4.29912 5.49473 -2.10979 0.014 -0.006 -0.005
Cl -7.81668 4.34412 -4.48909 -0.551 0.339 0.179
Cl 5.28376 -4.50857 -1.05664 0.159 -0.131 -0.179
Br -2.90480 -1.33131 -2.57485 -0.646 0.268 -0.452
```
Positions in Å, forces in eV/Å.

---

# 2
DFT (wB97M-V/def2-TZVPD) results for a cluster of 5 separate species, C14H32B3BrNO16P in total in a non-equilibrium geometry.

Properties
**Highest occupied orbital energy**: -8.98 eV
**Energy above the lowest of the compared OMol25 structures with the same formula, charge and spin**: 81.2 kcal per mole
**Frontier orbital gap**: 7.75 eV

XYZ file:
```
68
Properties=species:S:1:pos:R:3:forces:R:3
C -1.79554 0.62424 -0.56643 -0.979 -0.773 -1.128
N -0.67809 1.52077 -0.07738 -1.548 0.831 0.888
C -0.46028 1.42996 1.41667 0.150 0.801 0.407
B 0.25893 0.04559 1.93624 1.128 -0.567 0.112
O 0.93688 0.02246 3.26645 -2.783 -3.288 -1.487
B 0.70904 -1.26520 3.95129 0.486 0.155 -1.365
O 0.16540 -2.50075 3.33727 -1.541 3.800 -1.988
B -0.53720 -2.15095 2.06055 4.434 1.871 -0.061
P -2.30016 -2.82337 1.70000 -2.737 -1.098 0.613
O -3.46645 -1.54295 2.03541 2.783 -0.125 0.557
Br -2.49728 -3.33229 -0.52277 0.421 0.926 0.857
O 0.23253 -1.23561 1.15304 -2.474 0.939 4.121
H -2.72669 1.25918 -0.95159 2.036 -1.360 0.741
H -1.41107 -0.03905 -1.48115 -0.946 1.452 2.004
H -2.22169 -0.11789 0.23571 0.967 1.484 -1.336
H -1.02435 2.51491 -0.23319 0.790 -1.726 0.170
H -1.50161 1.55495 1.98626 1.987 -0.271 -0.737
H 0.21519 2.36317 1.72812 -1.460 -2.053 -0.487
H 0.99757 -1.34980 5.11172 -0.054 0.073 -0.408
H -3.05619 -0.93476 2.72620 -0.830 -0.884 -1.313
C 1.56148 -5.35927 3.93507 -0.257 -0.008 -0.533
O 2.26634 -5.38621 5.17469 1.112 0.084 0.164
C 3.61238 -5.26339 5.05432 0.187 0.044 -0.477
O 4.23044 -5.13769 4.00877 -0.893 -0.180 1.552
O 4.15164 -5.30469 6.29889 -0.580 0.013 -0.837
C 5.57262 -5.18599 6.32686 0.512 0.041 0.037
H 0.49467 -5.46501 4.15041 0.292 0.043 0.250
H 1.71637 -4.40384 3.42356 0.094 -0.322 0.059
H 1.86852 -6.19508 3.29811 0.081 0.228 0.067
H 5.88788 -4.22355 5.91104 -0.049 -0.255 -0.082
H 6.04009 -6.01491 5.78561 -0.094 0.252 -0.045
H 5.89507 -5.23164 7.37082 -0.365 -0.022 -0.141
C 4.30444 -4.40238 -3.78466 0.381 -0.297 -0.053
O 3.15668 -3.56237 -3.67862 -0.198 0.536 0.760
C 3.06637 -2.88594 -2.50572 0.152 0.124 0.444
O 3.86144 -2.94470 -1.58085 -1.110 0.053 -1.361
O 1.93808 -2.13278 -2.54015 1.002 -0.762 -0.308
C 1.71171 -1.36095 -1.36241 -0.148 0.234 0.458
H 4.27471 -4.89376 -4.76104 -0.256 0.250 0.143
H 5.22320 -3.81006 -3.72522 -0.168 -0.132 0.164
H 4.28997 -5.17553 -3.00967 0.094 0.252 -0.037
H 2.52679 -0.64694 -1.20618 -0.049 -0.224 0.055
H 1.59347 -2.01245 -0.49054 0.231 0.184 -0.306
H 0.78383 -0.79877 -1.49994 0.187 -0.247 -0.183
C -0.63593 6.84101 2.20761 0.250 -0.254 0.394
O -1.27780 7.61239 1.19410 -0.338 -0.421 -0.980
C -1.60289 6.90981 0.07961 0.048 -0.303 -0.070
O -1.39356 5.72114 -0.10535 -0.295 1.598 0.270
O -2.20124 7.75900 -0.79350 0.522 -0.560 0.866
C -2.60047 7.15294 -2.02125 -0.165 -0.198 -0.494
H -0.42172 7.50273 3.05133 -0.174 0.085 -0.342
H -1.29408 6.03917 2.55744 0.178 0.047 -0.181
H 0.31159 6.43343 1.84064 -0.256 -0.058 0.013
H -3.33726 6.36361 -1.84047 0.262 0.036 -0.017
H -1.73151 6.75790 -2.55739 -0.183 -0.072 0.182
H -3.06683 7.92287 -2.64224 0.155 0.031 0.363
C -5.66820 1.77732 -4.53181 -0.400 -0.118 0.305
O -4.61831 2.09896 -5.44203 1.015 -0.200 0.158
C -3.38282 1.72436 -5.02412 0.160 -0.221 0.362
O -3.12182 1.15879 -3.97389 -0.392 0.832 -1.488
O -2.48800 2.08812 -5.97724 -0.913 -0.197 0.649
C -1.13576 1.75438 -5.67041 0.552 -0.134 0.097
H -6.61029 2.12187 -4.96698 0.358 0.029 -0.152
H -5.73289 0.69451 -4.38410 0.124 0.217 0.107
H -5.52195 2.29157 -3.57644 0.065 -0.230 -0.116
H -1.01923 0.67060 -5.56832 -0.053 0.221 0.152
H -0.80821 2.26777 -4.76061 -0.115 -0.232 -0.070
H -0.50798 2.09101 -6.50017 -0.391 0.029 0.040
```
Positions in Å, forces in eV/Å.

---

# 3
DFT (wB97M-V/def2-TZVPD) results for a structure of composition C14H32BeN4O6 in a non-equilibrium geometry.

Properties
**Highest occupied orbital energy**: -5.93 eV
**Energy above the lowest of the compared OMol25 structures with the same formula, charge and spin**: 0.0 kcal per mole
**Frontier orbital gap**: 6.02 eV

XYZ file:
```
57
Properties=species:S:1:pos:R:3:forces:R:3
Be -0.39956 -0.97874 1.01023 0.326 -0.768 2.829
O 1.27182 -1.62160 2.60671 -2.638 0.882 -2.003
C 0.60833 -1.52864 3.83399 0.742 0.703 0.588
C -0.93670 -1.68715 3.98588 -0.732 -1.275 -0.772
O -1.79371 -1.10251 3.05148 1.863 0.397 -2.128
H 0.88240 -0.59079 4.34486 -0.079 0.598 -0.177
H 1.09694 -2.25750 4.49378 -0.372 -0.458 0.165
H -1.30562 -1.43548 4.98874 0.646 0.783 0.298
H -1.11884 -2.77313 4.03708 0.066 -0.430 -0.532
C 1.08980 0.23369 -1.90529 1.413 -0.210 0.556
O 1.00817 -0.09547 -0.72271 -1.156 -0.190 0.291
N 1.90382 1.22839 -2.27861 0.287 0.692 -1.028
C 2.12116 1.62305 -3.69995 0.812 -1.435 1.255
C 2.63230 2.03774 -1.30355 -0.989 0.067 0.733
H 0.72704 -0.33851 -2.76979 -0.650 0.017 0.250
H 2.09179 2.70466 -3.79540 -0.341 -0.079 -0.254
H 1.49847 1.03610 -4.37219 -0.531 0.483 0.112
H 3.12302 1.25040 -3.92512 0.227 0.488 -0.233
H 1.96879 2.86827 -1.04859 0.435 0.509 -0.181
H 2.75304 1.55103 -0.33658 0.015 -0.591 -0.315
H 3.61361 2.35348 -1.64908 -0.183 0.046 -0.326
C -3.06055 -0.28892 -1.36163 0.052 0.996 0.251
O -2.04692 -0.78451 -0.90335 0.947 -1.019 0.218
N -3.94700 0.39143 -0.62300 -0.167 -0.419 0.276
C -4.85256 1.36860 -1.19287 0.052 -0.856 -0.422
C -3.96772 0.14508 0.82324 0.180 0.159 0.439
H -3.27836 -0.33515 -2.44176 -0.014 0.159 0.037
H -5.85591 1.13530 -0.83745 -0.057 0.612 0.214
H -4.89453 1.25755 -2.27837 0.176 -0.114 -0.039
H -4.49262 2.37971 -1.00307 -0.388 0.078 0.340
H -3.58160 -0.84665 1.05497 0.013 -0.017 -0.161
H -3.34170 0.82103 1.40552 0.031 0.147 -0.231
H -4.98733 0.21108 1.20372 -0.097 0.039 -0.245
C 0.25179 -3.96024 -0.93688 -0.017 -1.024 0.554
O -0.21561 -3.25973 -0.04951 0.102 0.646 -0.544
N 1.51877 -3.98403 -1.39147 -0.035 0.858 -0.424
C 2.02828 -4.86281 -2.42403 0.113 0.026 0.156
C 2.42916 -2.96580 -0.95190 0.216 1.002 1.733
H -0.30486 -4.81267 -1.35534 -0.361 0.158 -0.112
H 1.36073 -5.68087 -2.69054 -0.067 -0.068 0.471
H 2.97848 -5.21414 -2.02074 -0.003 -0.477 -0.378
H 2.22721 -4.34283 -3.36415 0.050 0.295 0.092
H 1.87532 -2.20454 -0.40158 -0.230 0.151 -0.545
H 3.07462 -3.25518 -0.11618 0.320 -0.738 -0.396
H 3.03565 -2.49885 -1.72717 -0.198 -0.226 -0.271
C -0.63695 2.64385 0.75583 -1.146 -1.989 0.578
O -1.10484 1.53195 1.03797 0.377 0.337 -1.093
N 0.38133 3.16269 1.40491 1.245 0.830 0.737
C 0.55738 4.61899 1.40792 -0.639 -0.715 -0.247
C 1.14327 2.37950 2.39572 1.065 0.326 -0.465
H -1.06119 3.28413 -0.03126 -0.111 0.049 0.044
H 0.06206 4.97189 2.31285 0.528 0.460 0.136
H -0.00843 5.02815 0.57081 0.085 0.033 -0.077
H 1.59829 4.91431 1.29487 0.004 -0.004 0.318
H 2.05644 2.02437 1.91047 -0.091 -0.266 -0.203
H 1.55542 3.04879 3.15094 -0.568 0.073 0.255
H 0.66845 1.50122 2.82664 -0.526 0.270 -0.125
```
Positions in Å, forces in eV/Å.

---

Q: Which of these has the highest highest occupied orbital energy?
A: C14H32BeN4O6